Model 1:
Here is 9 unconnected molecules or ions with the total composition C9H36N18O9 from OMol25. Energies are from ωB97M-V with the def2-TZVPD basis set.

Bonds (Å) are listed after each position.
Geometry (Å):
1 N 3.97 1.93 5.85  C2 1.286, H5 1.010, H6 1.010
2 C 2.93 2.19 5.14  N1 1.286, N3 1.358, O4 1.198
3 N 2.81 1.30 4.13  C2 1.358, H7 1.010, H8 1.010
4 O 2.21 3.14 5.26  C2 1.198
5 H 4.05 2.34 6.77  N1 1.010
6 H 4.64 1.21 5.59  N1 1.010
7 H 3.34 0.44 4.06  N3 1.010
8 H 1.99 1.45 3.55  N3 1.010
9 N 0.76 -6.90 0.38  C10 1.316, H13 1.010, H14 1.010
10 C 1.05 -5.67 0.03  N9 1.316, N11 1.297, O12 1.217
11 N 2.27 -5.35 0.35  C10 1.297, H15 1.010, H16 1.010
12 O 0.23 -4.92 -0.46  C10 1.217
13 H -0.01 -7.36 -0.08  N9 1.010
14 H 1.37 -7.46 0.96  N9 1.010
15 H 2.56 -4.40 0.22  N11 1.010
16 H 2.93 -6.05 0.67  N11 1.010
17 N 5.63 2.54 -6.06  C18 1.309, H21 1.010, H22 1.010
18 C 6.28 3.03 -7.09  N17 1.309, N19 1.260, O20 1.231
19 N 7.42 2.55 -7.33  C18 1.260, H23 1.010, H24 1.010
20 O 5.79 3.79 -7.92  C18 1.231
21 H 6.06 1.81 -5.52  N17 1.010
22 H 4.66 2.81 -6.03  N17 1.010
23 H 7.92 2.13 -6.56  N19 1.010
24 H 7.87 3.11 -8.05  N19 1.010
25 N -1.35 -5.37 4.38  C26 1.308, H29 1.010, H30 1.010
26 C -1.42 -4.21 4.99  N25 1.308, N27 1.255, O28 1.203
27 N -0.66 -3.30 4.58  C26 1.255, H31 1.010, H32 1.010
28 O -2.10 -4.08 5.97  C26 1.203
29 H -1.97 -6.07 4.76  N25 1.010
30 H -0.70 -5.54 3.63  N25 1.010
31 H -0.45 -2.51 5.17  N27 1.010
32 H -0.17 -3.46 3.71  N27 1.010
33 N 1.00 2.13 -8.70  C34 1.312, H37 1.010, H38 1.010
34 C 0.53 2.70 -7.62  N33 1.312, N35 1.261, O36 1.244
35 N -0.14 3.74 -7.86  C34 1.261, H39 1.010, H40 1.010
36 O 1.06 2.39 -6.53  C34 1.244
37 H 1.76 1.47 -8.75  N33 1.010
38 H 0.72 2.65 -9.52  N33 1.010
39 H -0.46 3.99 -8.79  N35 1.010
40 H -0.22 4.49 -7.19  N35 1.010
41 N -4.44 2.27 3.75  C42 1.346, H45 1.010, H46 1.010
42 C -4.50 0.97 4.11  N41 1.346, N43 1.305, O44 1.185
43 N -3.49 0.79 4.91  C42 1.305, H47 1.010, H48 1.010
44 O -5.20 0.10 3.72  C42 1.185
45 H -3.83 2.91 4.24  N41 1.010
46 H -5.04 2.56 2.99  N41 1.010
47 H -3.29 -0.11 5.31  N43 1.010
48 H -3.01 1.62 5.25  N43 1.010
49 N 0.38 6.07 -0.50  C50 1.341, H53 1.010, H54 1.010
50 C -0.86 6.40 -0.13  N49 1.341, N51 1.248, O52 1.196
51 N -1.51 5.37 0.12  C50 1.248, H55 1.010, H56 1.010
52 O -1.34 7.46 -0.41  C50 1.196
53 H 1.04 6.82 -0.65  N49 1.010
54 H 0.75 5.13 -0.45  N49 1.010
55 H -0.96 4.53 0.24  N51 1.010
56 H -2.52 5.36 0.22  N51 1.010
57 N 0.84 -0.08 -1.55  C58 1.289, H61 1.010, H62 1.010
58 C 0.27 0.49 -0.54  N57 1.289, N59 1.264, O60 1.207
59 N -0.48 -0.43 -0.09  C58 1.264, H63 1.010, H64 1.010
60 O 0.45 1.58 -0.06  C58 1.207
61 H 1.35 0.56 -2.14  N57 1.010
62 H 0.58 -0.97 -1.95  N57 1.010
63 H -0.36 -1.39 -0.37  N59 1.010
64 H -0.86 -0.38 0.84  N59 1.010
65 N -5.09 -4.06 1.22  C66 1.288, H69 1.010, H70 1.010
66 C -5.98 -4.91 1.60  N65 1.288, N67 1.273, O68 1.181
67 N -6.75 -4.26 2.36  C66 1.273, H71 1.010, H72 1.010
68 O -6.31 -5.89 1.03  C66 1.181
69 H -5.37 -3.10 1.32  N65 1.010
70 H -4.50 -4.15 0.40  N65 1.010
71 H -6.45 -3.34 2.67  N67 1.010
72 H -7.70 -4.58 2.46  N67 1.010

Values from the calculation:
- Orbital gap: 9.0 eV
- E_HOMO: -9.27 eV
- Spin multiplicity: 1
- LUMO level: -0.301 eV

Model 2:
Here is 9 unconnected molecules or ions with the total composition C9H36N18O9 from OMol25. Energies are from ωB97M-V with the def2-TZVPD basis set.

Bonds (Å) are listed after each position.
Geometry (Å):
1 N 4.71 -1.39 4.17  C2 1.248, H5 1.010, H6 1.010
2 C 3.58 -1.16 4.66  N1 1.248, N3 1.294, O4 1.215
3 N 3.16 0.05 4.54  C2 1.294, H7 1.010, H8 1.010
4 O 2.95 -2.06 5.19  C2 1.215
5 H 5.21 -0.77 3.55  N1 1.010
6 H 4.96 -2.36 4.31  N1 1.010
7 H 3.93 0.69 4.44  N3 1.010
8 H 2.41 0.20 5.20  N3 1.010
9 N -5.25 -1.23 -2.16  C10 1.354, H13 1.010, H14 1.010
10 C -4.91 -0.90 -0.89  N9 1.354, N11 1.256, O12 1.182
11 N -3.71 -1.03 -0.56  C10 1.256, H15 1.010, H16 1.010
12 O -5.65 -0.39 -0.12  C10 1.182
13 H -6.19 -1.08 -2.50  N9 1.010
14 H -4.61 -1.46 -2.90  N9 1.010
15 H -3.52 -0.52 0.29  N11 1.010
16 H -3.00 -1.35 -1.21  N11 1.010
17 N -1.15 -2.83 3.96  C18 1.331, H21 1.010, H22 1.010
18 C -1.84 -3.87 4.43  N17 1.331, N19 1.299, O20 1.200
19 N -2.92 -4.10 3.74  C18 1.299, H23 1.010, H24 1.010
20 O -1.49 -4.63 5.29  C18 1.200
21 H -0.30 -2.70 4.48  N17 1.010
22 H -1.37 -2.26 3.15  N17 1.010
23 H -3.53 -4.88 3.94  N19 1.010
24 H -3.27 -3.33 3.20  N19 1.010
25 N 1.83 0.95 -1.79  C26 1.256, H29 1.010, H30 1.010
26 C 1.31 0.27 -0.86  N25 1.256, N27 1.246, O28 1.183
27 N 1.00 1.06 0.05  C26 1.246, H31 1.010, H32 1.010
28 O 1.32 -0.91 -0.80  C26 1.183
29 H 2.14 1.84 -1.43  N25 1.010
30 H 1.77 0.56 -2.72  N25 1.010
31 H 0.83 0.54 0.90  N27 1.010
32 H 1.02 2.06 -0.10  N27 1.010
33 N 3.19 2.65 -6.74  C34 1.267, H37 1.010, H38 1.010
34 C 3.32 3.85 -6.36  N33 1.267, N35 1.345, O36 1.238
35 N 4.59 4.27 -6.47  C34 1.345, H39 1.010, H40 1.010
36 O 2.48 4.66 -5.93  C34 1.238
37 H 3.97 2.10 -7.07  N33 1.010
38 H 2.29 2.20 -6.63  N33 1.010
39 H 4.85 5.10 -5.96  N35 1.010
40 H 5.34 3.61 -6.63  N35 1.010
41 N -0.22 -1.88 -6.91  C42 1.241, H45 1.010, H46 1.010
42 C -0.35 -1.54 -5.72  N41 1.241, N43 1.272, O44 1.193
43 N 0.50 -2.09 -4.95  C42 1.272, H47 1.010, H48 1.010
44 O -1.17 -0.88 -5.16  C42 1.193
45 H 0.50 -2.43 -7.33  N41 1.010
46 H -0.95 -1.49 -7.50  N41 1.010
47 H 1.47 -2.31 -5.14  N43 1.010
48 H 0.26 -1.78 -4.02  N43 1.010
49 N -4.53 0.27 5.19  C50 1.333, H53 1.010, H54 1.010
50 C -4.06 0.93 4.13  N49 1.333, N51 1.281, O52 1.186
51 N -4.66 2.06 4.06  C50 1.281, H55 1.010, H56 1.010
52 O -3.25 0.60 3.34  C50 1.186
53 H -5.01 0.78 5.92  N49 1.010
54 H -4.24 -0.69 5.27  N49 1.010
55 H -5.33 2.48 4.69  N51 1.010
56 H -4.34 2.48 3.19  N51 1.010
57 N 1.88 -5.93 3.34  C58 1.306, H61 1.010, H62 1.010
58 C 2.66 -5.45 2.40  N57 1.306, N59 1.334, O60 1.218
59 N 2.37 -4.24 1.92  C58 1.334, H63 1.010, H64 1.010
60 O 3.60 -6.07 1.93  C58 1.218
61 H 1.17 -5.40 3.81  N57 1.010
62 H 2.07 -6.91 3.53  N57 1.010
63 H 2.74 -4.00 1.02  N59 1.010
64 H 1.64 -3.70 2.37  N59 1.010
65 N -0.12 7.21 -2.09  C66 1.323, H69 1.010, H70 1.010
66 C -0.24 6.40 -1.05  N65 1.323, N67 1.228, O68 1.225
67 N -0.62 7.11 -0.12  C66 1.228, H71 1.010, H72 1.010
68 O 0.14 5.24 -1.05  C66 1.225
69 H -0.29 8.21 -2.09  N65 1.010
70 H 0.35 6.78 -2.87  N65 1.010
71 H -0.51 6.87 0.85  N67 1.010
72 H -0.89 7.95 -0.60  N67 1.010

Values from the calculation:
- Orbital gap: 9.1 eV
- E_HOMO: -8.97 eV
- Spin multiplicity: 1
- LUMO level: 0.144 eV

Model 3:
Here is 9 unconnected molecules or ions with the total composition C9H36N18O9 from OMol25. Energies are from ωB97M-V with the def2-TZVPD basis set.

Bonds (Å) are listed after each position.
Geometry (Å):
1 N -8.43 -12.07 4.20  C2 1.235, H5 1.010, H6 1.010
2 C -8.24 -11.06 4.88  N1 1.235, N3 1.265, O4 1.200
3 N -9.16 -10.83 5.71  C2 1.265, H7 1.010, H8 1.010
4 O -7.20 -10.45 4.87  C2 1.200
5 H -7.66 -12.31 3.59  N1 1.010
6 H -9.13 -12.71 4.55  N1 1.010
7 H -8.97 -10.03 6.29  N3 1.010
8 H -10.11 -11.17 5.78  N3 1.010
9 N -13.13 -18.53 8.12  C10 1.310, H13 1.010, H14 1.010
10 C -13.69 -17.73 9.00  N9 1.310, N11 1.320, O12 1.232
11 N -14.05 -18.34 10.11  C10 1.320, H15 1.010, H16 1.010
12 O -13.98 -16.55 8.77  C10 1.232
13 H -12.86 -18.12 7.24  N9 1.010
14 H -12.99 -19.50 8.34  N9 1.010
15 H -14.03 -19.35 10.13  N11 1.010
16 H -14.28 -17.78 10.91  N11 1.010
17 N -7.07 -18.58 1.14  C18 1.278, H21 1.010, H22 1.010
18 C -6.80 -17.86 2.17  N17 1.278, N19 1.309, O20 1.247
19 N -5.56 -17.51 2.34  C18 1.309, H23 1.010, H24 1.010
20 O -7.68 -17.53 2.99  C18 1.247
21 H -8.02 -18.57 0.82  N17 1.010
22 H -6.33 -18.95 0.56  N17 1.010
23 H -4.86 -17.98 1.77  N19 1.010
24 H -5.26 -17.26 3.27  N19 1.010
25 N -11.78 -11.21 4.42  C26 1.307, H29 1.010, H30 1.010
26 C -12.48 -10.26 4.99  N25 1.307, N27 1.282, O28 1.204
27 N -12.99 -10.52 6.14  C26 1.282, H31 1.010, H32 1.010
28 O -12.62 -9.16 4.53  C26 1.204
29 H -11.10 -10.96 3.71  N25 1.010
30 H -11.74 -12.18 4.70  N25 1.010
31 H -13.31 -11.47 6.14  N27 1.010
32 H -13.69 -9.79 6.24  N27 1.010
33 N -10.55 -13.27 1.86  C34 1.304, H37 1.010, H38 1.010
34 C -9.34 -13.10 1.43  N33 1.304, N35 1.318, O36 1.227
35 N -8.65 -14.22 1.48  C34 1.318, H39 1.010, H40 1.010
36 O -9.00 -12.03 0.93  C34 1.227
37 H -11.14 -12.45 1.89  N33 1.010
38 H -10.74 -14.09 2.43  N33 1.010
39 H -7.67 -14.29 1.24  N35 1.010
40 H -8.98 -15.09 1.88  N35 1.010
41 N -16.12 -15.61 5.89  C42 1.278, H45 1.010, H46 1.010
42 C -17.31 -15.86 5.51  N41 1.278, N43 1.262, O44 1.269
43 N -17.75 -14.90 4.82  C42 1.262, H47 1.010, H48 1.010
44 O -17.92 -16.97 5.62  C42 1.269
45 H -15.79 -14.68 5.67  N41 1.010
46 H -15.54 -16.30 6.35  N41 1.010
47 H -17.08 -14.25 4.43  N43 1.010
48 H -18.75 -14.76 4.78  N43 1.010
49 N -10.69 -15.97 4.66  C50 1.365, H53 1.010, H54 1.010
50 C -11.17 -14.80 5.19  N49 1.365, N51 1.327, O52 1.249
51 N -12.40 -14.96 5.66  C50 1.327, H55 1.010, H56 1.010
52 O -10.73 -13.65 4.96  C50 1.249
53 H -9.77 -15.94 4.24  N49 1.010
54 H -11.20 -16.83 4.82  N49 1.010
55 H -12.78 -15.87 5.47  N51 1.010
56 H -12.91 -14.09 5.77  N51 1.010
57 N -16.65 -11.88 6.05  C58 1.289, H61 1.010, H62 1.010
58 C -15.97 -12.55 5.19  N57 1.289, N59 1.268, O60 1.234
59 N -16.41 -12.44 4.01  C58 1.268, H63 1.010, H64 1.010
60 O -15.03 -13.31 5.46  C58 1.234
61 H -16.26 -11.98 6.97  N57 1.010
62 H -17.39 -11.27 5.74  N57 1.010
63 H -17.10 -11.72 3.84  N59 1.010
64 H -15.77 -12.85 3.34  N59 1.010
65 N -13.29 -19.24 3.55  C66 1.346, H69 1.010, H70 1.010
66 C -14.00 -18.43 4.35  N65 1.346, N67 1.281, O68 1.239
67 N -15.25 -18.31 4.11  C66 1.281, H71 1.010, H72 1.010
68 O -13.43 -17.83 5.27  C66 1.239
69 H -13.86 -19.74 2.88  N65 1.010
70 H -12.44 -19.63 3.95  N65 1.010
71 H -15.68 -18.73 3.30  N67 1.010
72 H -15.68 -17.58 4.66  N67 1.010

Values from the calculation:
- Orbital gap: 8.1 eV
- E_HOMO: -8.25 eV
- Spin multiplicity: 1
- LUMO level: -0.103 eV

Model 4:
Here is 9 unconnected molecules or ions with the total composition C9H36N18O9 from OMol25. Energies are from ωB97M-V with the def2-TZVPD basis set.

Bonds (Å) are listed after each position.
Geometry (Å):
1 N 3.58 1.33 3.44  C2 1.278, H5 1.010, H6 1.010
2 C 3.60 2.39 2.72  N1 1.278, N3 1.276, O4 1.198
3 N 4.61 2.49 1.94  C2 1.276, H7 1.010, H8 1.010
4 O 2.81 3.25 2.95  C2 1.198
5 H 2.95 1.33 4.23  N1 1.010
6 H 3.90 0.48 2.99  N1 1.010
7 H 4.99 3.42 1.88  N3 1.010
8 H 5.27 1.73 2.07  N3 1.010
9 N 0.41 -3.76 3.01  C10 1.335, H13 1.010, H14 1.010
10 C 1.39 -3.01 2.51  N9 1.335, N11 1.344, O12 1.237
11 N 1.39 -1.72 2.87  C10 1.344, H15 1.010, H16 1.010
12 O 2.30 -3.52 1.83  C10 1.237
13 H -0.29 -3.23 3.52  N9 1.010
14 H 0.42 -4.76 2.89  N9 1.010
15 H 2.26 -1.20 2.85  N11 1.010
16 H 0.65 -1.42 3.49  N11 1.010
17 N -2.22 -4.58 -1.21  C18 1.326, H21 1.010, H22 1.010
18 C -1.56 -3.50 -1.61  N17 1.326, N19 1.311, O20 1.224
19 N -1.21 -3.28 -2.86  C18 1.311, H23 1.010, H24 1.010
20 O -1.38 -2.60 -0.80  C18 1.224
21 H -2.28 -4.71 -0.21  N17 1.010
22 H -2.49 -5.32 -1.83  N17 1.010
23 H -0.53 -2.54 -2.97  N19 1.010
24 H -1.36 -3.97 -3.58  N19 1.010
25 N -4.34 -2.09 -0.89  C26 1.310, H29 1.010, H30 1.010
26 C -4.63 -1.03 -1.60  N25 1.310, N27 1.291, O28 1.237
27 N -3.54 -0.54 -2.08  C26 1.291, H31 1.010, H32 1.010
28 O -5.80 -0.65 -1.74  C26 1.237
29 H -3.37 -2.32 -0.75  N25 1.010
30 H -5.04 -2.76 -0.59  N25 1.010
31 H -3.62 0.32 -2.62  N27 1.010
32 H -2.64 -1.00 -2.06  N27 1.010
33 N -1.87 0.46 3.19  C34 1.268, H37 1.010, H38 1.010
34 C -2.02 -0.68 2.66  N33 1.268, N35 1.220, O36 1.222
35 N -2.82 -0.50 1.76  C34 1.220, H39 1.010, H40 1.010
36 O -1.49 -1.70 3.08  C34 1.222
37 H -1.36 0.56 4.06  N33 1.010
38 H -2.33 1.22 2.70  N33 1.010
39 H -3.13 -1.25 1.16  N35 1.010
40 H -2.95 0.44 1.40  N35 1.010
41 N -0.11 4.80 -0.21  C42 1.304, H45 1.010, H46 1.010
42 C -0.84 5.46 -1.07  N41 1.304, N43 1.263, O44 1.198
43 N -0.88 6.69 -0.77  C42 1.263, H47 1.010, H48 1.010
44 O -1.37 4.95 -2.01  C42 1.198
45 H 0.26 5.22 0.63  N41 1.010
46 H -0.10 3.80 -0.34  N41 1.010
47 H -0.44 7.08 0.05  N43 1.010
48 H -1.53 7.31 -1.22  N43 1.010
49 N -0.71 0.59 -5.10  C50 1.323, H53 1.010, H54 1.010
50 C 0.15 1.19 -4.29  N49 1.323, N51 1.256, O52 1.190
51 N -0.43 1.65 -3.28  C50 1.256, H55 1.010, H56 1.010
52 O 1.30 1.43 -4.46  C50 1.190
53 H -0.49 0.25 -6.03  N49 1.010
54 H -1.66 0.43 -4.81  N49 1.010
55 H -1.39 1.40 -3.11  N51 1.010
56 H 0.16 2.15 -2.63  N51 1.010
57 N 4.85 -1.87 -0.50  C58 1.330, H61 1.010, H62 1.010
58 C 3.71 -1.32 -0.91  N57 1.330, N59 1.283, O60 1.219
59 N 2.81 -1.41 -0.01  C58 1.283, H63 1.010, H64 1.010
60 O 3.73 -0.71 -1.97  C58 1.219
61 H 4.96 -2.11 0.48  N57 1.010
62 H 5.64 -1.85 -1.13  N57 1.010
63 H 2.92 -1.95 0.84  N59 1.010
64 H 1.96 -0.86 -0.10  N59 1.010
65 N 0.15 -0.02 -0.25  C66 1.349, H69 1.010, H70 1.010
66 C 0.16 1.26 0.19  N65 1.349, N67 1.316, O68 1.219
67 N 0.20 1.16 1.50  C66 1.316, H71 1.010, H72 1.010
68 O 0.22 2.26 -0.51  C66 1.219
69 H -0.05 -0.73 0.44  N65 1.010
70 H 0.09 -0.18 -1.24  N65 1.010
71 H 0.19 0.23 1.88  N67 1.010
72 H 0.26 1.92 2.16  N67 1.010

Values from the calculation:
- Orbital gap: 8.8 eV
- E_HOMO: -8.91 eV
- Spin multiplicity: 1
- LUMO level: -0.063 eV

Pick the least stable structure from those above. Pick: model 2